Entry 1:
{"formula": "C15H28O2", "method": "ωB97M-V with the def2-TZVPD basis set", "symbols": ["O", "C", "C", "C", "C", "C", "C", "C", "C", "C", "C", "C", "C", "C", "C", "C", "O", "H", "H", "H", "H", "H", "H", "H", "H", "H", "H", "H", "H", "H", "H", "H", "H", "H", "H", "H", "H", "H", "H", "H", "H", "H", "H", "H", "H"], "positions_angstrom": [[-1.8551, -1.3018, -1.6767], [-2.5666, -1.2276, -0.7079], [-3.8089, -0.3736, -0.6155], [-3.6836, 0.7989, 0.3669], [-2.7077, 1.8915, -0.0836], [-1.2674, 1.6328, 0.3535], [-0.3155, 2.7306, -0.1245], [1.0098, 2.7621, 0.6411], [1.8461, 1.4841, 0.5460], [2.4289, 1.2463, -0.8452], [3.3962, 0.0600, -0.9303], [2.7147, -1.3140, -0.8980], [2.5557, -1.9139, 0.5057], [1.3213, -2.8148, 0.6139], [0.0473, -1.9764, 0.6670], [-1.2269, -2.7847, 0.4504], [-2.3732, -1.9310, 0.4139], [-4.0325, 0.0009, -1.6152], [-4.6240, -1.0198, -0.2838], [-3.3849, 0.4165, 1.3446], [-4.6788, 1.2366, 0.4713], [-3.0304, 2.8457, 0.3409], [-2.7448, 1.9871, -1.1707], [-1.2339, 1.5757, 1.4449], [-0.9442, 0.6733, -0.0449], [-0.8011, 3.7010, 0.0119], [-0.1280, 2.6095, -1.1923], [1.6043, 3.6030, 0.2746], [0.7909, 2.9517, 1.6957], [2.6719, 1.5644, 1.2589], [1.2309, 0.6379, 0.8439], [2.9664, 2.1492, -1.1485], [1.6205, 1.0907, -1.5619], [4.1322, 0.1267, -0.1260], [3.9391, 0.1498, -1.8743], [1.7393, -1.2235, -1.3778], [3.2957, -2.0133, -1.5033], [3.4483, -2.4939, 0.7493], [2.4762, -1.1210, 1.2492], [1.3900, -3.4336, 1.5110], [1.2863, -3.4823, -0.2496], [-0.0186, -1.4576, 1.6263], [0.0902, -1.2292, -0.1257], [-1.1645, -3.3330, -0.4961], [-1.4117, -3.4808, 1.2706]], "homo_energy_ev": -10.1547, "energy_ev": -20105.327, "smiles": "O=C1CCCCCCCCCCCCCCO1", "total_charge": 0, "relative_energy_kj_mol": 15.1, "multiplicity": 1, "homo_lumo_gap_ha": 0.4105, "lumo_energy_ev": 1.014}

Entry 2:
{"formula": "C15H29CeN2OPSi", "method": "ωB97M-V with the def2-TZVPD basis set", "symbols": ["Ce", "Si", "P", "N", "H", "C", "H", "H", "H", "C", "H", "H", "H", "C", "H", "H", "H", "C", "H", "H", "H", "H", "H", "C", "C", "C", "C", "C", "C", "H", "H", "H", "H", "H", "C", "O", "C", "H", "H", "H", "C", "H", "H", "H", "C", "C", "N", "H", "H", "H"], "positions_angstrom": [[-0.1602, 0.2245, 0.8679], [-1.8290, -0.9957, -1.2823], [1.0675, -1.1664, -1.4834], [0.2797, 1.7863, -0.4332], [-0.3897, -1.2406, 2.7700], [2.8650, -1.2971, -1.0559], [3.3787, -1.9088, -1.8160], [2.9959, -1.7652, -0.0706], [3.3265, -0.2997, -1.0238], [0.8195, -2.9591, -1.8253], [1.6106, -3.2925, -2.5138], [-0.1682, -3.1441, -2.2674], [0.8948, -3.5184, -0.8811], [1.2642, -0.4570, -3.1625], [1.9189, -1.0985, -3.7665], [1.7075, 0.5421, -3.0807], [0.2832, -0.3627, -3.6363], [-2.7972, -2.5022, -0.5655], [-2.9690, -2.3781, 0.5132], [-2.2426, -3.4328, -0.7443], [-3.7728, -2.5696, -1.0725], [-2.8760, 0.1011, -1.2625], [-1.8136, -1.3596, -2.7248], [0.2637, 2.8396, -1.2725], [1.1696, 5.0208, -1.8733], [1.1791, 3.9075, -1.0485], [-0.6374, 2.9258, -2.3710], [-0.6361, 4.0430, -3.1923], [0.2592, 5.1010, -2.9445], [1.8789, 5.8303, -1.6764], [1.8651, 3.7869, -0.2062], [-1.3192, 2.0860, -2.5255], [-1.3334, 4.0979, -4.0255], [0.2542, 5.9919, -3.5753], [0.5374, -1.8886, 2.5744], [1.2891, -1.2077, 1.5810], [1.3247, -1.9052, 3.8773], [1.0923, -2.8418, 4.4248], [1.0284, -1.0291, 4.4731], [2.4118, -1.8971, 3.6883], [0.0344, -3.2664, 2.1900], [0.8164, -3.9061, 1.7703], [-0.8057, -3.2109, 1.4831], [-0.2922, -3.7468, 3.1266], [-2.5002, 2.2576, 4.7449], [-1.9075, 1.6491, 3.5754], [-1.4142, 1.2092, 2.6117], [-1.8368, 2.1004, 5.6172], [-3.4890, 1.8074, 4.9304], [-2.6262, 3.3394, 4.5598]], "homo_energy_ev": [-6.1650, -6.1675], "energy_ev": -51145.657, "total_charge": 0, "multiplicity": 1, "homo_lumo_gap_ha": [0.2111, 0.2112], "lumo_energy_ev": [-0.420, -0.420]}

Entry 3:
{"formula": "C15H29F3N2O10PS3", "method": "ωB97M-V with the def2-TZVPD basis set", "symbols": ["C", "C", "C", "C", "C", "C", "C", "P", "O", "O", "C", "N", "N", "S", "O", "O", "C", "F", "F", "F", "H", "H", "H", "H", "H", "H", "H", "H", "H", "H", "H", "H", "H", "O", "S", "O", "O", "C", "C", "C", "H", "H", "H", "H", "H", "H", "H", "H", "O", "S", "O", "O", "C", "C", "C", "H", "H", "H", "H", "H", "H", "H", "H"], "positions_angstrom": [[-0.2698, 2.0340, 1.7704], [-0.4674, 1.6438, 0.2999], [-1.9504, 1.3285, 0.0153], [-2.1257, 0.9337, -1.4817], [-2.4330, 0.1736, 0.8409], [-1.5681, -0.8583, 1.2227], [-2.0513, -1.9103, 1.9504], [-0.9814, -3.3122, 2.5200], [0.4037, -2.6895, 1.9184], [-1.4108, -4.4075, 1.3920], [-3.4206, -1.8896, 2.2921], [-4.2371, -0.9548, 1.9275], [-3.7197, 0.0505, 1.2092], [-5.0051, 1.2173, 0.7841], [-6.2010, 0.6718, 1.2957], [-4.8620, 1.5419, -0.5844], [-4.5971, 2.7089, 1.8792], [-5.6759, 2.9995, 2.5544], [-3.6035, 2.3954, 2.7029], [-4.2459, 3.7075, 1.0949], [-0.1406, 1.1651, 2.4175], [-1.1794, 2.5289, 2.1163], [0.5491, 2.7307, 1.9201], [0.1904, 0.8423, -0.0313], [-0.2424, 2.5113, -0.3204], [-2.4879, 2.2399, 0.2610], [-2.5480, -0.0670, -1.5892], [-1.1478, 0.8918, -1.9551], [-2.7876, 1.6110, -2.0087], [-0.5285, -0.8309, 0.9325], [0.9462, -3.3806, 1.5146], [-1.7798, -4.0117, 0.5871], [-3.8522, -2.6799, 2.8925], [2.7457, 3.2191, 0.4127], [4.1265, 3.4617, 0.0968], [4.9260, 2.3722, -0.3664], [4.8190, 4.1511, 1.3398], [4.6790, 3.5197, 2.6367], [5.6036, 2.3340, 2.8074], [4.2627, 4.8123, -1.0170], [3.6342, 3.2456, 2.7881], [4.9208, 4.3063, 3.3475], [5.3201, 1.5091, 2.1552], [5.5644, 1.9880, 3.8403], [6.6291, 2.6113, 2.5668], [3.6784, 5.6442, -0.6346], [3.8711, 4.4738, -1.9737], [5.3122, 5.0775, -1.1099], [-1.2264, -5.5124, -3.7112], [-0.5390, -4.7660, -2.7083], [-1.1830, -3.6307, -2.1011], [0.8804, -4.3396, -3.2519], [0.9403, -3.6927, -4.5528], [0.5432, -2.2343, -4.4937], [0.0025, -5.8124, -1.4095], [0.3246, -4.2534, -5.2558], [1.9773, -3.8024, -4.8598], [-0.5159, -2.1185, -4.2669], [0.7417, -1.7658, -5.4572], [1.1125, -1.7132, -3.7238], [0.5379, -6.6734, -1.7980], [-0.8966, -6.1260, -0.8830], [0.6384, -5.2201, -0.7576]], "homo_energy_ev": -12.8428, "energy_ev": -89419.271, "total_charge": 1, "multiplicity": 1, "homo_lumo_gap_ha": 0.2863, "lumo_energy_ev": -5.051}

Entry 4:
{"formula": "C15H29NO6", "method": "ωB97M-V with the def2-TZVPD basis set", "symbols": ["C", "C", "C", "C", "O", "C", "O", "N", "C", "C", "O", "C", "C", "O", "C", "C", "O", "C", "C", "O", "C", "C", "H", "H", "H", "H", "H", "H", "H", "H", "H", "H", "H", "H", "H", "H", "H", "H", "H", "H", "H", "H", "H", "H", "H", "H", "H", "H", "H", "H", "H"], "positions_angstrom": [[-3.7831, -1.3327, 1.8624], [-3.6017, -1.6141, 0.3751], [-4.5440, -0.7990, -0.5125], [-4.2949, 0.7076, -0.4439], [-2.9663, 1.0190, -0.8520], [-2.1168, 1.4299, 0.1115], [-2.4606, 1.7170, 1.2381], [-0.8428, 1.5514, -0.3352], [-0.4182, 1.0590, -1.6264], [0.4070, -0.2253, -1.5242], [-0.3650, -1.2339, -0.9043], [0.3078, -2.4559, -0.7151], [1.2950, -2.4551, 0.4767], [2.5980, -2.8985, 0.1394], [3.4122, -1.9803, -0.5441], [3.9875, -0.8579, 0.3326], [2.9743, 0.0610, 0.6933], [3.4221, 1.3368, 1.0979], [3.4111, 2.3542, -0.0571], [2.1722, 2.5150, -0.7008], [1.1123, 3.0243, 0.0899], [0.1707, 1.9365, 0.6277], [-3.1713, -2.0151, 2.4483], [-3.4793, -0.3181, 2.1051], [-4.8233, -1.4662, 2.1549], [-2.5700, -1.4056, 0.0854], [-3.7919, -2.6737, 0.1843], [-5.5812, -0.9789, -0.2213], [-4.4176, -1.1219, -1.5481], [-4.4516, 1.0885, 0.5690], [-4.9640, 1.2312, -1.1340], [0.2026, 1.8162, -2.1128], [-1.3106, 0.8742, -2.2218], [0.6904, -0.5425, -2.5412], [1.3200, -0.0227, -0.9547], [0.8474, -2.7445, -1.6294], [-0.4848, -3.1870, -0.5429], [1.3264, -1.4553, 0.9187], [0.9597, -3.1602, 1.2394], [2.8843, -1.5304, -1.3939], [4.2499, -2.5730, -0.9222], [4.7772, -0.3531, -0.2390], [4.4288, -1.2934, 1.2407], [4.4355, 1.2835, 1.5131], [2.7429, 1.6673, 1.8896], [3.7701, 3.3178, 0.3382], [4.0877, 2.0227, -0.8494], [1.5158, 3.6064, 0.9266], [0.5444, 3.7016, -0.5563], [-0.3674, 2.3132, 1.5003], [0.7530, 1.0599, 0.9238]], "homo_energy_ev": -9.0075, "energy_ev": -29799.461, "smiles": "CCCCOC(=O)N1CCOCCOCCOCCOCC1", "total_charge": 0, "relative_energy_kj_mol": 28.9, "multiplicity": 1, "homo_lumo_gap_ha": 0.3606, "lumo_energy_ev": 0.804}